Record 1
Entry from OMol25: a 5-piece molecular cluster, H8IO4 overall (the ωB97M-V functional and the def2-TZVPD basis).

Last column: natural (NBO) charge in e.
Cartesian coordinates (Å):
I (0.9734, 0.2068, 0.4315)  -0.94
O (-1.2454, -2.6462, 1.0932)  -0.97
H (-0.4639, -2.0741, 1.2159)  0.50
H (-1.9746, -2.1104, 1.4179)  0.46
O (-1.7931, 1.0337, -1.9263)  -0.97
H (-0.9384, 0.8470, -1.4916)  0.50
H (-2.2977, 1.5008, -1.2542)  0.46
O (-0.2891, 3.6804, 0.4009)  -0.96
H (-0.9653, 3.7877, 1.0771)  0.45
H (-0.2323, 2.7138, 0.2662)  0.49
O (3.4676, -2.3392, -0.4816)  -0.97
H (2.8186, -3.0488, -0.5023)  0.46
H (2.9402, -1.5515, -0.2468)  0.50

Results
Energy relative to the best compared isomer or geometry (same formula, charge and spin) = 27.2 kJ/mol
2S+1 = 1
Gap between HOMO and LUMO = 8.03 eV
E_LUMO = 3.2996 eV
E_HOMO = -4.730 eV
E_tot = -16423.98020 eV
Total charge = -1



Record 2
Entry from OMol25: a 2-piece molecular cluster, H8N6 overall in a non-equilibrium geometry (the ωB97M-V functional and the def2-TZVPD basis).

Last column: natural (NBO) charge in e.
Cartesian coordinates (Å):
N (0.5301, -0.1393, -0.7314)  -0.31
N (0.9239, -0.1382, -2.0876)  -0.67
N (1.1828, -0.6257, 0.2903)  0.02
N (2.2471, -1.2312, 0.2247)  -0.45
H (-0.2772, 0.4319, -0.4763)  0.42
H (1.7143, 0.4867, -2.2464)  0.35
H (1.1955, -1.0799, -2.3615)  0.35
H (2.6704, -1.3276, -0.7221)  0.26
N (-1.2517, 1.1158, 1.0713)  -0.70
N (-2.1830, 0.1187, 1.6073)  -0.67
H (-1.6520, -0.7421, 1.6915)  0.35
H (-1.7429, 2.0116, 1.1273)  0.35
H (-0.4833, 1.1571, 1.7366)  0.36
H (-2.8739, -0.0378, 0.8763)  0.34

Results
Energy relative to the best compared isomer or geometry (same formula, charge and spin) = 0.0 kJ/mol
2S+1 = 1
Gap between HOMO and LUMO = 9.80 eV
E_LUMO = 1.0496 eV
E_HOMO = -8.750 eV
E_tot = -9066.69499 eV
Structure (SMILES) = [H]/N=N\NN.NN
Total charge = 0



Record 3
Entry from OMol25: a 4-piece molecular cluster, H8O4 overall (the ωB97M-V functional and the def2-TZVPD basis).

Last column: natural (NBO) charge in e.
Cartesian coordinates (Å):
O (2.6958, 26.3882, 12.1668)  -0.94
H (2.2902, 25.5893, 11.8300)  0.47
H (1.9602, 26.9243, 12.4632)  0.47
O (-2.7579, 28.9371, 10.7726)  -0.93
H (-3.6216, 28.6579, 10.4687)  0.47
H (-2.8614, 29.0518, 11.7173)  0.47
O (8.5686, 22.6287, 11.8057)  -0.94
H (7.9866, 23.3877, 11.7694)  0.47
H (8.9300, 22.5610, 10.9219)  0.47
O (7.1295, 28.3202, 10.8999)  -0.94
H (7.4413, 28.7934, 11.6713)  0.47
H (6.3321, 27.8801, 11.1944)  0.47

Results
Energy relative to the best compared isomer or geometry (same formula, charge and spin) = 112.3 kJ/mol
2S+1 = 1
Gap between HOMO and LUMO = 12.14 eV
E_LUMO = 0.6395 eV
E_HOMO = -11.505 eV
E_tot = -8319.51202 eV
Structure (SMILES) = O.O.O.O
Total charge = 0



Record 4
Entry from OMol25: a 4-piece molecular cluster, H8O4 overall in a non-equilibrium geometry (the ωB97M-V functional and the def2-TZVPD basis).

Last column: natural (NBO) charge in e.
Cartesian coordinates (Å):
O (-1.0432, 0.9288, -1.1044)  -0.99
H (-0.2548, 0.4171, -1.3559)  0.51
H (-1.0917, 1.7379, -1.5848)  0.48
H (-1.1449, 0.9070, 0.5237)  0.51
O (-1.1039, 0.5582, 1.4583)  -0.97
H (-1.7995, -0.1301, 1.3429)  0.47
O (1.1031, -0.6187, -1.4759)  -0.99
H (0.9184, -1.5120, -1.7874)  0.48
H (1.1973, -0.6711, -0.5119)  0.51
O (1.0648, -0.8768, 1.1747)  -1.00
H (1.7967, -0.2854, 1.5289)  0.48
H (0.2116, -0.3951, 1.4233)  0.51

Results
Energy relative to the best compared isomer or geometry (same formula, charge and spin) = 27.7 kJ/mol
2S+1 = 1
Gap between HOMO and LUMO = 12.13 eV
E_LUMO = 0.8369 eV
E_HOMO = -11.291 eV
E_tot = -8320.38862 eV
Structure (SMILES) = O.O.O.O
Total charge = 0



Record 5
Entry from OMol25: a 4-piece molecular cluster, H8O4 overall (the ωB97M-V functional and the def2-TZVPD basis).

Last column: natural (NBO) charge in e.
Cartesian coordinates (Å):
O (0.9820, -2.3275, -0.3622)  -0.94
H (0.7236, -3.0305, -0.9582)  0.47
H (1.6782, -2.7096, 0.1722)  0.47
O (0.0820, 1.3478, 3.2456)  -0.96
H (-0.3210, 0.9103, 2.4956)  0.49
H (1.0092, 1.4116, 3.0164)  0.46
O (-0.5657, 0.8088, -2.7320)  -0.94
H (-0.9211, 1.6360, -2.4069)  0.46
H (-0.2759, 1.0057, -3.6227)  0.47
O (-0.6108, 0.5578, 0.6276)  -0.96
H (-0.6111, -0.3994, 0.6392)  0.49
H (-1.1693, 0.7890, -0.1146)  0.48

Results
Energy relative to the best compared isomer or geometry (same formula, charge and spin) = 93.6 kJ/mol
2S+1 = 1
Gap between HOMO and LUMO = 11.16 eV
E_LUMO = 0.5617 eV
E_HOMO = -10.596 eV
E_tot = -8319.70566 eV
Structure (SMILES) = O.O.O.O
Total charge = 0



Record 6
Entry from OMol25: a 4-piece molecular cluster, H8O4 overall in a non-equilibrium geometry (the ωB97M-V functional and the def2-TZVPD basis).

Last column: natural (NBO) charge in e.
Cartesian coordinates (Å):
O (0.1666, 0.1290, -0.2293)  -0.95
H (0.3848, 0.6532, -1.0404)  0.48
H (-0.0084, 0.8634, 0.2593)  0.48
O (1.8827, -1.9636, 0.5335)  -0.98
H (1.6172, -2.8547, 0.7269)  0.46
H (1.1259, -1.4265, 0.2270)  0.50
O (0.3915, 2.5366, 1.4844)  -0.99
H (1.4230, 2.3190, 1.4590)  0.50
H (0.0148, 2.6241, 2.4416)  0.50
O (-2.1095, -0.8853, -2.2951)  -0.94
H (-2.9859, -1.3792, -2.1637)  0.47
H (-1.9028, -0.6160, -1.4030)  0.48

Results
Energy relative to the best compared isomer or geometry (same formula, charge and spin) = 133.5 kJ/mol
2S+1 = 1
Gap between HOMO and LUMO = 11.15 eV
E_LUMO = 0.3875 eV
E_HOMO = -10.767 eV
E_tot = -8319.29190 eV
Structure (SMILES) = O.O.O.O
Total charge = 0